Computed, not measured: a molecular structure, C33H30Li3N6O7 in a non-equilibrium geometry, with ωB97M-V/def2-TZVPD.

Structure (ORCA input):
```
! wB97M-V def2-TZVPD RIJCOSX def2/J DEFGRID3
* xyz 1 1
Li 0.1239 -4.1518 1.3388
Li 0.0038 -4.6614 -1.5635
Li -1.7260 -0.6095 0.8919
C -0.1281 -2.0861 0.0096
O 0.4055 -3.1638 -0.5514
O -0.6183 -2.3178 1.2011
O -0.3024 -0.9961 -0.5500
C 1.9954 3.0225 0.3831
C 1.4898 1.7333 0.4270
C 1.6997 0.9468 1.5489
C 2.4588 1.4473 2.5808
C 2.9346 2.7471 2.5823
C 2.7101 3.5351 1.4644
N 2.6207 0.6240 3.7915
O 3.1862 1.1181 4.7434
O 2.0926 -0.4733 3.7967
H 1.8146 3.6170 -0.5044
H 0.9416 1.3170 -0.4041
H 1.3190 -0.0656 1.5455
H 3.5080 3.1052 3.4249
H 2.9926 4.5796 1.4613
C 0.9115 0.6165 -3.2431
C 1.1513 -0.6561 -3.7365
C 1.7270 -0.7922 -4.9954
C 2.0761 0.3286 -5.7215
C 1.8971 1.6037 -5.1967
C 1.2609 1.7472 -3.9796
N 2.6328 0.1703 -7.0640
O 3.2916 1.0933 -7.5062
O 2.3528 -0.8514 -7.6623
H 0.4694 0.6931 -2.2582
H 0.9236 -1.5475 -3.1720
H 1.9239 -1.7760 -5.4043
H 2.2646 2.4350 -5.7856
H 1.0971 2.7278 -3.5529
N -3.6078 -1.4201 0.4495
C -4.4816 -0.8299 -0.3784
C -5.8100 -1.2017 -0.4923
C -6.2554 -2.2738 0.2733
C -5.3400 -2.9722 1.0418
C -4.0306 -2.5139 1.0773
H -4.0994 0.0275 -0.9235
H -6.5073 -0.6300 -1.0866
H -7.2979 -2.5646 0.2383
H -5.6306 -3.8575 1.5893
H -3.3003 -3.0135 1.7074
N -2.3111 -0.5865 3.1710
C -1.1424 -0.4440 3.8124
C -1.0179 -0.5377 5.1900
C -2.1463 -0.8318 5.9448
C -3.3497 -1.0109 5.2869
C -3.3818 -0.8760 3.8990
H -0.2712 -0.2632 3.1936
H -0.0579 -0.3721 5.6612
H -2.0861 -0.8676 7.0246
H -4.2481 -1.2963 5.8179
H -4.3414 -0.9273 3.3938
N -2.0148 1.4439 0.5249
C -1.7840 1.7948 -0.7368
C -1.9543 3.0917 -1.2143
C -2.4277 4.0510 -0.3348
C -2.5962 3.7091 1.0005
C -2.3459 2.3991 1.3869
H -1.5508 0.9916 -1.4282
H -1.8208 3.2719 -2.2724
H -2.6398 5.0601 -0.6665
H -2.9310 4.4297 1.7332
H -2.4422 2.0946 2.4230
N 5.5222 -3.0070 -1.4715
C 4.3690 -2.9639 -0.7940
C 3.6264 -1.8112 -0.6763
C 4.0861 -0.6330 -1.2392
C 5.2904 -0.6678 -1.9095
C 5.9687 -1.8742 -1.9878
H 4.0313 -3.9359 -0.4488
H 2.6927 -1.8357 -0.1271
H 3.4875 0.2651 -1.1533
H 5.7114 0.2229 -2.3563
H 6.9349 -1.8934 -2.4826
*
```

Summary:
* orbital gap: 7.1 eV
* ΔE to the lowest compared entry with this formula, charge and spin: 0.0 kJ/mol
* HOMO level: -0.421 Ha